Record 1
A molecular structure, C34H35ClN7O6S2Tb, computed with ωB97M-V with the def2-TZVPD basis set.

Properties
2S+1: 7
expectation value of S²: 12.669
energy relative to the best compared isomer or geometry (same formula, charge and spin): 0.0000 eV
gap between HOMO and LUMO (alpha / beta): 8.62 / 8.42 eV
energy: -4232.49030 Eh
M: 896.2 u
HOMO (alpha / beta): -8.6278 / -8.4315 eV

Positions of all 86 atoms, in Å:
Tb (0.5408, -0.6283, -0.1636)
O (4.3093, 1.6979, 4.3607)
C (3.1041, 1.9423, 4.8415)
O (2.9353, 2.5789, 5.8497)
C (1.9377, 1.3911, 4.0756)
C (0.6307, 1.4105, 4.5263)
Cl (0.0742, 2.0871, 5.9800)
N (-0.1664, 0.8336, 3.5811)
N (0.5840, 0.4796, 2.5148)
C (1.8363, 0.7816, 2.8055)
C (2.9007, 0.4713, 1.7841)
O (4.0845, 0.6242, 2.0834)
O (2.4799, 0.0736, 0.6517)
C (-1.5865, 0.5838, 3.5470)
C (-2.4023, 0.7333, 4.6616)
C (-3.7674, 0.4951, 4.5615)
C (-4.3403, 0.0952, 3.3698)
C (-3.5222, -0.0802, 2.2645)
C (-2.1634, 0.1611, 2.3513)
H (4.2742, 1.2279, 3.4781)
H (-2.0016, 1.0097, 5.6176)
H (-4.3772, 0.6045, 5.4479)
H (-5.3958, -0.1271, 3.3103)
H (-3.9327, -0.4481, 1.3336)
H (-1.5569, -0.0503, 1.4876)
C (2.9772, 3.4500, -5.1716)
C (2.4848, 2.4661, -4.1519)
C (1.2359, 1.8680, -4.2555)
C (0.8307, 0.9525, -3.2988)
N (1.5888, 0.6054, -2.2565)
C (2.7947, 1.1771, -2.1522)
C (3.2721, 2.0974, -3.0658)
H (2.1728, 3.7822, -5.8248)
H (3.7499, 2.9938, -5.7925)
H (3.4195, 4.3221, -4.6904)
H (0.5729, 2.1086, -5.0760)
H (-0.1417, 0.4797, -3.3587)
H (3.3879, 0.8794, -1.2967)
H (4.2556, 2.5267, -2.9241)
N (-4.8621, -2.9002, -5.4592)
C (-4.0897, -2.5685, -4.6752)
C (-3.1204, -2.1473, -3.6997)
C (-3.5050, -1.3360, -2.6352)
C (-2.5514, -0.9290, -1.7130)
C (-1.1972, -1.2941, -1.7868)
C (-0.8647, -2.1197, -2.8767)
C (-1.7898, -2.5427, -3.8202)
H (-4.5406, -1.0332, -2.5422)
H (-2.8940, -0.2862, -0.9023)
H (0.1657, -2.4457, -3.0048)
H (-1.4950, -3.1737, -4.6500)
N (-0.0497, -2.2121, 1.4562)
C (-0.8354, -2.7516, 2.1463)
N (-1.5566, -3.4259, 2.9284)
C (-2.8547, -3.3095, 3.1107)
N (-3.9882, -3.2640, 3.3318)
O (1.8358, -2.4188, -0.8815)
S (2.3497, -3.5926, -0.0494)
C (3.2255, -4.6327, -1.2542)
C (2.2404, -5.6768, -1.7651)
C (1.4202, -6.0746, -0.5421)
C (0.9588, -4.7641, 0.0808)
H (4.0653, -5.0855, -0.7259)
H (3.6063, -3.9423, -2.0046)
H (2.7615, -6.5225, -2.2129)
H (1.5918, -5.2390, -2.5265)
H (2.0477, -6.6290, 0.1604)
H (0.5661, -6.7051, -0.7876)
H (0.6433, -4.8295, 1.1183)
H (0.1698, -4.2862, -0.5041)
C (-3.0096, 3.9856, 1.3337)
C (-2.1668, 3.4207, 0.1988)
S (-0.7043, 2.6203, 0.8813)
O (-0.2831, 1.5934, -0.1608)
C (0.5273, 3.9282, 0.7327)
C (0.8719, 4.2956, -0.7015)
H (-3.8818, 4.4976, 0.9299)
H (-2.4496, 4.7083, 1.9290)
H (-3.3504, 3.1909, 1.9978)
H (-1.8692, 4.1772, -0.5253)
H (-2.6724, 2.6133, -0.3321)
H (1.3922, 3.5204, 1.2596)
H (0.1436, 4.7640, 1.3223)
H (0.9526, 3.3989, -1.3163)
H (1.8338, 4.8061, -0.7234)
H (0.1322, 4.9603, -1.1452)

Now the Löwdin charges, all in e: 1.571 0.126 -0.510 0.066 -0.045 -0.544 0.854 -0.036 0.073 -0.129 -0.529 0.079 -0.191 -0.167 -0.036 -0.062 -0.081 -0.078 -0.085 0.042 0.043 0.111 0.111 0.107 0.042 -0.039 -0.264 -0.011 -0.117 -0.010 -0.118 -0.017 0.078 0.090 0.084 0.116 0.100 0.105 0.119 0.142 -0.194 -0.252 -0.046 -0.144 -0.278 -0.167 -0.048 0.113 0.066 0.077 0.112 -0.002 -0.355 0.095 -0.388 0.111 -0.683 1.007 -0.303 -0.225 -0.224 -0.310 0.094 0.097 0.116 0.118 0.117 0.121 0.081 0.098 -0.119 -0.356 0.977 -0.649 -0.349 -0.109 0.082 0.075 0.068 0.086 0.095 0.089 0.098 0.057 0.086 0.073


Record 2
2 unconnected molecules or ions with the total composition C34H35F6N4 in a non-equilibrium geometry, computed with ωB97M-V with the def2-TZVPD basis set.

Properties
net charge: +1
2S+1: 1
energy relative to the best compared isomer or geometry (same formula, charge and spin): 1.2959 eV
gap between HOMO and LUMO: 3.02 eV
energy: -2134.54618 Eh
M: 613.7 u
HOMO: -8.4945 eV

Positions of all 79 atoms, in Å:
C (4.3940, 5.3962, 0.9935)
N (4.3345, 4.0031, 0.6290)
C (5.5136, 3.4521, -0.0300)
C (5.3407, 3.5600, -1.5166)
F (6.4036, 3.1310, -2.2450)
F (4.2410, 2.8266, -1.9108)
F (5.0835, 4.8651, -1.8798)
C (3.1931, 3.2568, 0.8220)
C (3.2000, 2.0716, 1.6036)
C (2.0397, 1.3556, 1.7751)
C (0.8289, 1.7062, 1.0980)
C (-0.3555, 0.9748, 1.3592)
C (-1.6771, 1.3638, 1.0311)
C (-2.7514, 0.4275, 1.1852)
C (-4.0360, 0.7208, 0.7903)
C (-4.3405, 1.9827, 0.2078)
N (-5.6196, 2.3186, -0.2239)
C (-6.1468, 1.8443, -1.4812)
C (-6.5163, 3.1763, 0.5533)
C (-6.2620, 4.6430, 0.3477)
F (-7.3185, 5.4245, 0.7151)
F (-5.1715, 5.0551, 1.0800)
F (-5.9875, 4.9227, -0.9727)
C (-3.2930, 2.9200, 0.0572)
C (-2.0431, 2.6648, 0.5695)
C (0.9132, 2.7969, 0.1780)
C (1.9877, 3.6577, 0.1922)
H (3.6252, 5.6045, 1.7505)
H (5.3888, 5.6146, 1.4056)
H (4.2184, 6.0507, 0.1250)
H (6.3827, 4.0552, 0.2528)
H (5.6146, 2.3873, 0.2185)
H (4.1331, 1.7982, 2.1027)
H (2.0280, 0.4963, 2.4452)
H (-0.2455, 0.0491, 1.9232)
H (-2.5296, -0.5437, 1.6355)
H (-4.8584, 0.0110, 0.9167)
H (-5.5019, 1.0463, -1.8718)
H (-7.1687, 1.4672, -1.3348)
H (-6.1793, 2.6620, -2.2225)
H (-7.5400, 2.9804, 0.2160)
H (-6.3708, 2.9785, 1.6245)
H (-3.5102, 3.8482, -0.4715)
H (-1.3381, 3.4898, 0.6101)
H (0.1160, 2.9746, -0.5402)
H (1.9676, 4.6182, -0.3331)
C (-1.1925, -2.8976, -1.7329)
N (0.1801, -3.0698, -1.3213)
C (0.5637, -3.0960, 0.0704)
H (0.3632, -2.1012, 0.5254)
C (-0.1714, -4.1404, 0.8942)
C (-0.0849, -5.4850, 0.5215)
C (-0.7574, -6.4553, 1.2681)
C (-1.5139, -6.0727, 2.3822)
C (-1.5977, -4.7275, 2.7504)
C (-0.9223, -3.7543, 2.0105)
N (1.9888, -3.3156, -0.0198)
C (2.8195, -3.4756, 1.1493)
C (2.4113, -3.3437, -1.3243)
C (1.2698, -3.1868, -2.1458)
C (1.3213, -3.4505, -3.5168)
C (2.5600, -3.8224, -4.0514)
C (3.6950, -3.9792, -3.2339)
C (3.6329, -3.7695, -1.8518)
H (-1.2520, -2.9229, -2.8234)
H (-1.8273, -3.6935, -1.3226)
H (-1.5822, -1.9364, -1.3692)
H (0.5071, -5.7767, -0.3514)
H (-0.6866, -7.5045, 0.9742)
H (-2.0396, -6.8329, 2.9648)
H (-2.1898, -4.4280, 3.6190)
H (-0.9550, -2.6913, 2.2731)
H (3.8494, -3.6704, 0.8417)
H (2.7922, -2.5655, 1.7636)
H (2.4682, -4.3102, 1.7693)
H (0.4071, -3.3863, -4.1076)
H (2.6449, -4.0103, -5.1217)
H (4.6387, -4.2856, -3.6850)
H (4.4726, -3.9486, -1.1795)

Now the Löwdin charges, all in e: -0.036 -0.150 -0.033 -0.529 0.142 0.112 0.110 -0.204 0.023 0.013 -0.181 0.103 -0.180 0.006 0.027 -0.199 -0.171 -0.044 -0.038 -0.536 0.128 0.101 0.106 0.031 0.008 0.010 0.032 0.105 0.103 0.093 0.148 0.148 0.132 0.126 0.121 0.117 0.133 0.100 0.094 0.093 0.145 0.152 0.128 0.113 0.120 0.139 -0.019 -0.079 -0.250 0.133 -0.187 -0.019 -0.063 -0.080 -0.082 -0.046 -0.079 -0.019 -0.176 -0.175 -0.028 -0.107 -0.108 -0.029 0.082 0.092 0.080 0.132 0.110 0.108 0.105 0.091 0.082 0.079 0.093 0.098 0.099 0.099 0.097


Record 3
A molecular structure, C34H35N12Ti in a non-equilibrium geometry, computed with ωB97M-V with the def2-TZVPD basis set.

Properties
2S+1: 2
expectation value of S²: 0.760
energy relative to the best compared isomer or geometry (same formula, charge and spin): 0.8457 eV
gap between HOMO and LUMO (alpha / beta): 6.77 / 7.07 eV
energy: -2823.21918 Eh
M: 659.6 u
HOMO (alpha / beta): -7.5728 / -8.3223 eV

Positions of all 82 atoms, in Å:
Ti (-0.0042, -0.2936, -0.0700)
N (-0.9270, -3.5337, 0.8513)
C (0.3834, -3.2757, 0.5774)
N (1.3297, -4.1706, 0.5420)
N (2.4676, -3.4571, 0.2723)
N (2.2036, -2.2094, 0.1578)
N (0.8528, -2.0448, 0.3340)
C (-1.7953, -2.5265, 1.1618)
N (-2.9928, -2.7177, 1.6627)
N (-3.4976, -1.4694, 1.8232)
N (-2.6451, -0.5916, 1.4435)
N (-1.5134, -1.2339, 0.9964)
H (-1.1912, -4.4758, 1.0771)
N (-1.5562, 1.3645, -0.0741)
C (-2.3649, 1.7563, -1.2002)
C (-2.7449, 3.0842, -1.3130)
C (-3.5102, 3.5123, -2.3847)
C (-3.9093, 2.5899, -3.3431)
C (-3.5229, 1.2634, -3.2194)
C (-2.7376, 0.8164, -2.1525)
C (-2.2150, -0.5888, -2.1776)
C (-3.0573, -1.5907, -2.6589)
C (-2.5763, -2.8647, -2.9333)
C (-1.2217, -3.1240, -2.7970)
C (-0.3916, -2.1450, -2.2699)
C (-0.8653, -0.8776, -1.8681)
H (-1.2670, 2.1945, 0.4078)
H (-2.1824, 0.8624, 0.5902)
H (-2.4362, 3.7959, -0.5469)
H (-3.7889, 4.5561, -2.4695)
H (-4.5034, 2.9036, -4.1926)
H (-3.8006, 0.5525, -3.9896)
H (-4.1082, -1.3702, -2.8027)
H (-3.2532, -3.6388, -3.2748)
H (-0.8116, -4.0923, -3.0692)
H (0.6607, -2.3742, -2.1884)
C (4.3024, -0.6431, -1.3435)
C (3.3161, -0.2409, -2.4139)
C (3.6255, -0.5741, -3.7335)
C (2.8823, -0.1008, -4.7967)
C (1.8415, 0.7805, -4.5522)
C (1.4861, 1.1203, -3.2536)
C (0.4638, 2.1918, -3.0225)
C (2.1630, 0.5298, -2.1793)
N (1.6417, 0.6997, -0.8155)
C (2.3352, 1.4369, 0.0508)
C (3.4670, 2.3408, -0.3417)
C (1.8514, 1.4363, 1.4032)
C (2.6084, 2.1134, 2.5016)
N (0.7256, 0.7886, 1.6120)
C (0.0676, 0.9048, 2.9053)
C (-0.6336, 2.0805, 3.2098)
C (-0.5619, 3.3422, 2.3747)
C (-1.4052, 2.1242, 4.3690)
C (-1.4573, 1.0474, 5.2325)
C (-0.6888, -0.0741, 4.9635)
C (0.0957, -0.1592, 3.8189)
C (1.0146, -1.3441, 3.6480)
H (4.8111, -1.5671, -1.6239)
H (3.8424, -0.7995, -0.3805)
H (5.0719, 0.1332, -1.2532)
H (4.4876, -1.2116, -3.9161)
H (3.1370, -0.3872, -5.8140)
H (1.2913, 1.2224, -5.3760)
H (-0.2438, 2.2630, -3.8501)
H (0.9591, 3.1635, -2.9186)
H (-0.0832, 2.0127, -2.1217)
H (3.5849, 2.3674, -1.4241)
H (4.4140, 2.0176, 0.0982)
H (3.2696, 3.3558, 0.0142)
H (3.6739, 2.1333, 2.2829)
H (2.4491, 1.5889, 3.4426)
H (2.2732, 3.1472, 2.6409)
H (0.0662, 3.2412, 1.4932)
H (-0.1361, 4.1536, 2.9687)
H (-1.5581, 3.6687, 2.0692)
H (-1.9708, 3.0254, 4.5881)
H (-2.0742, 1.0911, 6.1256)
H (-0.6904, -0.9121, 5.6552)
H (0.6127, -2.2235, 4.1543)
H (1.9929, -1.1277, 4.0927)
H (1.1901, -1.5892, 2.6126)

Now the Löwdin charges, all in e: 1.066 0.181 -0.480 0.072 -0.026 -0.034 -0.121 -0.447 0.063 -0.028 -0.061 -0.055 0.154 0.056 -0.248 -0.031 -0.080 -0.077 -0.023 -0.123 -0.185 -0.042 -0.068 -0.077 -0.117 -0.165 0.048 0.061 0.112 0.104 0.104 0.114 0.114 0.105 0.108 0.093 -0.053 -0.200 -0.049 -0.074 -0.043 -0.217 -0.020 -0.185 0.015 -0.258 -0.006 -0.276 0.013 0.018 -0.195 -0.205 -0.048 -0.047 -0.067 -0.038 -0.208 -0.019 0.085 0.034 0.081 0.114 0.106 0.113 0.092 0.095 0.032 0.090 0.088 0.095 0.084 0.094 0.096 0.062 0.091 0.083 0.117 0.108 0.116 0.088 0.092 0.037